1.
C33H18Br2F5N4O5Rb | the ωB97M-V functional and the def2-TZVPD basis

Geometry as XYZ:
```
68
Properties=species:S:1:pos:R:3:forces:R:3:nbo_charge:R:1
Rb -0.842114 0.955346 1.048709 0.31 -0.09 -0.10 0.9063
O 2.819464 -6.165603 2.423017 0.02 -0.02 -0.02 -0.7613
C 2.970609 -5.528430 1.361903 -0.04 0.09 0.01 0.7390
O 3.547482 -5.843175 0.303947 0.01 -0.03 0.02 -0.7564
C 2.344600 -4.106883 1.365086 0.03 -0.07 -0.01 -0.0691
C 1.655736 -3.633686 2.468782 -0.02 0.00 0.04 -0.2395
C 1.108493 -2.354594 2.445030 0.03 -0.04 -0.08 0.2142
N 1.208054 -1.548126 1.386696 0.07 -0.01 0.01 -0.4316
C 1.886174 -1.991938 0.327817 0.00 -0.05 0.07 0.1487
C 2.457596 -3.262344 0.275982 -0.02 0.09 -0.07 -0.2217
C 2.017248 -1.055717 -0.825897 -0.01 0.11 -0.06 0.1833
C 3.104216 -1.135167 -1.693911 0.01 -0.01 0.00 -0.2422
C 3.177053 -0.256537 -2.761504 0.03 -0.02 -0.01 -0.1928
C 2.166748 0.671538 -2.940231 -0.03 0.03 0.03 -0.2087
C 1.130975 0.683649 -2.017930 0.05 -0.01 -0.07 0.0400
N 1.057368 -0.144027 -0.986329 -0.06 -0.16 -0.04 -0.4259
C 0.368909 -1.817162 3.625099 -0.06 0.08 0.11 0.1711
C 0.472560 -2.423063 4.880137 0.03 -0.03 0.01 -0.2385
C -0.249975 -1.915437 5.943112 0.00 0.01 -0.01 -0.1760
C -1.065735 -0.813761 5.737954 0.01 0.01 0.00 -0.2806
C -1.097154 -0.265600 4.465987 0.01 0.04 -0.05 0.0458
N -0.395128 -0.737656 3.439780 -0.07 -0.15 0.12 -0.4247
H 1.560086 -4.307736 3.308185 -0.01 0.01 0.01 0.2360
H 2.974635 -3.623596 -0.602284 0.01 -0.04 0.02 0.2382
H 3.886396 -1.860576 -1.518829 0.00 0.00 -0.01 0.2196
H 4.019599 -0.291324 -3.441550 0.00 -0.01 0.01 0.2038
H 2.180383 1.385035 -3.753152 0.00 0.00 0.00 0.2074
H 0.325917 1.403877 -2.114370 -0.03 0.00 -0.03 0.1946
H 1.118400 -3.277031 5.022310 0.00 0.01 -0.01 0.2226
H -0.177529 -2.378966 6.919674 0.00 0.00 0.00 0.2042
H -1.665047 -0.387203 6.531256 0.00 0.00 0.00 0.2109
H -1.728277 0.592792 4.254280 -0.02 0.00 -0.01 0.2032
O -5.474258 1.582438 0.236432 -0.02 -0.02 -0.02 -0.7438
C -4.317820 1.134630 0.324321 0.05 -0.03 0.03 0.7332
O -3.505281 1.189208 1.270993 -0.30 0.07 0.08 -0.7842
C -3.809366 0.407434 -0.948021 0.07 0.02 0.03 0.1323
C -4.437202 0.698456 -2.190067 -0.02 -0.03 -0.06 -0.2252
C -3.984158 0.103422 -3.324715 -0.02 0.03 0.02 -0.1728
C -2.918080 -0.827192 -3.245149 0.05 -0.03 0.06 -0.1205
C -2.384234 -1.502257 -4.366807 0.02 -0.03 -0.01 -0.1928
C -1.357992 -2.394170 -4.217379 -0.03 0.03 -0.03 -0.2272
C -0.823908 -2.656200 -2.937209 0.01 -0.01 0.03 -0.2268
C -1.320876 -2.015165 -1.837682 0.00 -0.01 0.03 -0.1934
C -2.372542 -1.077155 -1.965966 -0.06 0.04 -0.11 0.2162
N -2.810606 -0.433960 -0.846219 -0.04 0.01 0.05 -0.4508
H -5.256682 1.402334 -2.174939 -0.01 -0.01 -0.01 0.2412
H -4.421579 0.325374 -4.293032 0.00 0.00 0.00 0.1963
H -2.802894 -1.298770 -5.346898 0.01 0.00 0.00 0.1949
H -0.949000 -2.902468 -5.082175 0.00 0.00 0.00 0.2005
H -0.009177 -3.361695 -2.828902 0.00 0.00 0.01 0.2168
H -0.920128 -2.187087 -0.846596 0.02 -0.01 -0.01 0.2320
Br -2.441317 3.511166 4.411225 0.00 -0.06 0.02 0.0281
C -0.525725 3.645040 4.641522 -0.01 0.13 -0.04 -0.5648
Br 0.417077 3.537440 2.968557 0.03 -0.01 0.07 0.1140
H -0.205551 2.826412 5.273922 -0.03 -0.02 -0.01 0.2174
H -0.332643 4.604409 5.103581 0.06 -0.02 0.01 0.2118
F 0.999812 5.729741 -4.209969 0.00 0.00 -0.01 -0.3213
C 1.103733 5.000404 -3.073312 -0.05 0.01 0.02 0.1776
C -0.024190 4.633823 -2.355474 0.07 0.03 -0.04 0.2569
F -1.236947 4.992546 -2.812823 -0.03 -0.01 0.00 -0.3108
C 0.099884 3.914554 -1.189364 0.02 -0.12 0.25 0.2337
F -1.026933 3.540300 -0.535146 0.00 0.06 -0.12 -0.3301
C 1.343322 3.485805 -0.629862 -0.10 0.09 -0.10 0.2768
O 1.425717 2.779541 0.416730 -0.02 0.13 0.00 -0.7690
C 2.457493 3.904247 -1.409530 0.03 -0.05 0.04 0.2117
F 3.696141 3.545555 -1.010946 0.01 0.01 -0.01 -0.3197
C 2.339805 4.624409 -2.579583 0.05 0.00 -0.02 0.2619
F 3.448377 4.970563 -3.268290 0.01 0.00 0.00 -0.3199
```
Forces are in eV/Å.

Summary:
- net charge = -2
- orbital gap (eV) = 6.47
- strongest force on any atom (eV/A) = 0.34


2.
C33H19N13OsTe | the ωB97M-V functional and the def2-TZVPD basis

Geometry as XYZ:
```
67
Properties=species:S:1:pos:R:3:forces:R:3:mulliken_spin:R:1
Os -0.227894 0.012678 0.098121 -0.35 -0.30 -0.36 0.9619
C 3.608375 -2.229452 3.540583 -0.04 0.00 -0.04 0.0201
C 4.595291 -2.286394 2.555493 0.01 0.00 -0.02 0.0333
C 4.266413 -2.459546 1.217396 0.00 0.02 0.03 0.0429
C 2.927539 -2.623828 0.905724 -0.04 0.03 -0.03 0.1012
C 2.234691 -2.699647 -0.366906 -0.19 0.31 0.14 0.2458
N 2.660517 -2.198048 -1.527372 -0.15 -0.50 -0.01 0.1560
C 2.256696 -1.051843 -1.955256 -0.06 0.38 -0.09 -0.0389
C 2.802008 -0.543695 -3.227444 0.02 -0.03 0.04 0.0173
C 3.605600 -1.142514 -4.179002 -0.04 0.01 -0.01 0.0165
C 3.990263 -0.358692 -5.258841 0.00 0.05 -0.02 0.0092
C 3.592787 0.977198 -5.359682 0.00 -0.04 0.01 -0.0023
C 2.799680 1.568089 -4.384484 0.00 -0.03 -0.02 0.0172
C 2.414433 0.771034 -3.323324 0.00 0.05 0.08 -0.0015
C 1.602479 1.064738 -2.126552 0.01 0.13 -0.13 0.1096
N 1.186459 2.288260 -1.974681 0.11 -0.11 -0.09 -0.0399
C 0.337333 2.740889 -1.053678 -0.04 0.22 0.10 0.1168
N -0.392842 2.004045 -0.203386 -0.05 0.02 0.15 -0.0186
C -1.298476 2.844396 0.466956 0.02 0.09 -0.17 0.1481
N -2.292089 2.522409 1.258440 0.03 -0.02 0.00 -0.0699
C -2.547846 1.283874 1.642064 -0.24 0.00 0.09 0.0574
N -1.757026 0.209708 1.380721 -0.01 -0.22 0.06 0.0010
C -2.332640 -0.917556 1.831265 -0.35 0.51 0.41 -0.2257
N -1.592528 -2.037429 1.635391 0.10 -0.66 -0.11 0.1876
C 0.663086 -2.688263 1.203441 -0.09 -0.11 0.50 0.4037
N 0.941425 -3.050766 -0.108663 0.45 -0.18 -0.20 -0.0604
C 1.935001 -2.593224 1.895986 -0.03 0.08 -0.12 0.0645
C 2.262816 -2.363552 3.220318 0.01 -0.02 0.02 0.0876
C -3.600891 -0.611244 2.434580 0.29 -0.14 -0.21 0.0461
C -4.605319 -1.369937 3.035920 -0.13 0.04 0.10 -0.0396
C -5.713201 -0.707097 3.526027 0.07 -0.10 -0.04 0.0336
C -5.829693 0.687655 3.430465 0.02 0.09 -0.02 -0.0451
C -4.840852 1.448026 2.839015 -0.08 -0.02 0.06 0.0412
C -3.720368 0.794897 2.335817 0.17 0.13 -0.12 -0.0638
C -1.028732 4.205601 0.036511 -0.08 -0.10 0.12 0.0322
C -1.600049 5.418887 0.399091 0.01 0.08 -0.05 0.0160
C -1.120159 6.561139 -0.217766 -0.02 -0.04 0.04 0.0182
C -0.099445 6.498126 -1.176822 0.03 -0.02 -0.04 0.0107
C 0.465251 5.288354 -1.539982 -0.02 0.08 0.01 0.0254
C -0.012097 4.144685 -0.913466 0.09 -0.16 -0.06 0.0494
N 1.459779 -0.064870 -1.347013 0.19 -0.09 0.05 0.0250
H 3.897033 -2.065725 4.570000 0.01 0.00 0.01 0.0026
H 5.633557 -2.176037 2.838149 0.00 0.01 0.01 0.0028
H 5.023566 -2.459493 0.445342 0.01 0.00 -0.01 0.0030
H 3.912068 -2.175001 -4.082656 0.01 -0.01 0.00 0.0005
H 4.611677 -0.784682 -6.035514 0.00 0.00 -0.01 0.0005
H 3.912344 1.559415 -6.214072 0.01 0.00 -0.01 0.0001
H 2.488465 2.601621 -4.444602 0.00 0.01 0.01 0.0008
H 1.494577 -2.288698 3.978351 0.00 0.00 0.01 0.0024
H -4.530872 -2.444908 3.121025 -0.01 -0.03 0.01 -0.0063
H -6.508870 -1.273563 3.990544 -0.01 -0.01 0.01 0.0012
H -6.712835 1.171107 3.826243 -0.01 0.00 0.00 -0.0029
H -4.925546 2.523230 2.759805 0.00 0.02 -0.01 0.0010
H -2.391665 5.460327 1.134552 -0.01 -0.01 0.01 0.0023
H -1.539885 7.524207 0.042820 0.00 0.01 -0.01 0.0018
H 0.246148 7.412485 -1.640688 0.01 0.01 0.00 0.0014
H 1.247628 5.225842 -2.283701 0.02 0.00 -0.01 0.0034
Te -1.712428 -0.758362 -1.748050 0.27 0.19 0.32 1.0839
N -1.374675 -4.999352 -1.575558 0.05 0.10 0.20 0.0238
N -0.955340 -4.145320 -0.532898 0.37 0.20 -0.52 0.2189
N -1.753437 -4.170777 0.495879 -0.09 -0.29 0.15 -0.0205
C -2.100752 -3.304305 1.396095 0.24 0.52 0.03 0.0158
N -0.296800 -1.712717 1.267401 -0.03 0.15 -0.28 0.0329
N 0.011454 -3.289204 -1.035855 -0.34 -0.32 0.10 0.1148
H -2.177542 -5.504091 -1.220396 -0.01 0.00 -0.02 0.0012
H -0.614775 -5.644132 -1.771567 -0.03 0.03 0.00 0.0082
H -2.878870 -3.618956 2.074347 -0.10 0.00 -0.06 0.0164
```
Forces are in eV/Å.

Summary:
- net charge = 0
- energy relative to the best compared isomer or geometry (same formula, charge and spin) (eV) = 7.4879
- orbital gap (alpha / beta) (eV) = 5.11 / 4.42
- spin multiplicity = 5
- expectation value of S² = 6.27
- strongest force on any atom (eV/A) = 0.74


3.
C33H20Cl5IN2O2TeV | the ωB97M-V functional and the def2-TZVPD basis

Geometry as XYZ:
```
65
Properties=species:S:1:pos:R:3:forces:R:3:mulliken_spin:R:1
V -0.175150 -0.353914 0.578550 0.26 0.26 -0.26 1.3661
O 3.177142 1.364328 -0.063269 0.10 -0.21 -0.11 -0.0092
C 1.994527 1.351865 -0.122915 -0.14 0.30 0.00 -0.0027
O 1.281660 0.175835 -0.230527 -0.02 -0.10 0.31 -0.0323
C 1.102786 2.543212 -0.009937 -0.18 -0.26 0.01 0.0079
C 1.671076 3.808751 -0.173845 0.08 -0.02 -0.01 0.0003
C 0.856245 4.893961 -0.035448 0.00 0.06 0.00 0.0009
C -0.505311 4.700244 0.255217 -0.03 0.07 0.01 -0.0032
C -1.390506 5.800608 0.399216 0.08 -0.05 -0.01 0.0007
C -2.707869 5.598996 0.668408 -0.07 -0.06 0.01 -0.0002
C -3.202910 4.279856 0.792936 -0.01 0.09 0.00 0.0007
C -2.374985 3.205250 0.661969 0.09 -0.01 -0.01 -0.0093
C -0.995269 3.375985 0.401261 -0.01 -0.11 0.03 -0.0012
N -0.164343 2.287379 0.277302 -0.05 0.08 0.05 0.0159
H 2.725393 3.888554 -0.395659 0.00 0.00 0.00 -0.0001
H 1.241166 5.899593 -0.149289 0.00 0.00 0.00 0.0001
H -0.995064 6.801893 0.287176 0.02 -0.01 0.00 -0.0001
H -3.379437 6.439263 0.776753 -0.01 -0.01 0.00 0.0000
H -4.256065 4.123449 0.987355 0.00 0.00 0.00 0.0000
H -2.775674 2.211529 0.728168 -0.02 -0.01 0.00 0.0107
I -5.633646 0.667764 2.427266 -0.06 0.03 0.07 -0.0003
C -4.412377 0.007279 0.897387 0.08 -0.01 -0.03 -0.0021
C -4.916618 -0.453698 -0.314204 0.03 0.00 -0.01 0.0002
C -4.033037 -0.849712 -1.307492 0.01 -0.01 -0.01 -0.0020
C -2.675419 -0.792856 -1.067835 0.03 0.01 -0.06 0.0234
N -2.191781 -0.353019 0.104435 0.07 0.10 0.09 -0.0285
C -3.041740 0.043775 1.064534 -0.08 -0.18 -0.15 0.0393
H -5.984490 -0.498581 -0.483230 0.00 0.00 0.01 0.0000
H -4.393796 -1.207309 -2.261303 0.01 0.00 0.00 -0.0001
H -1.950147 -1.104111 -1.809393 -0.01 -0.01 0.00 -0.0046
H -2.603114 0.424071 1.976210 -0.01 -0.03 0.09 -0.0325
Te 1.372908 0.139832 2.851483 -0.17 0.04 -0.08 -0.2048
C 0.243596 0.179766 4.617635 0.09 -0.02 0.12 -0.0148
C -1.142683 0.154284 4.688074 0.07 0.02 0.10 0.0029
C -1.764869 0.247832 5.923830 -0.02 -0.01 0.00 -0.0006
C -1.006008 0.359860 7.080222 -0.02 0.00 0.01 0.0005
C 0.377928 0.391390 7.005463 0.04 0.00 -0.01 -0.0013
C 1.010695 0.312608 5.772476 0.00 -0.01 0.02 -0.0039
C 2.105704 -1.827628 2.889458 0.00 0.04 0.00 -0.0137
C 2.983258 -2.173725 1.866758 0.04 -0.03 0.04 0.0010
C 3.457923 -3.476048 1.814966 -0.01 0.01 -0.02 0.0053
C 3.061619 -4.399534 2.774925 0.00 -0.02 -0.01 -0.0127
C 2.196839 -4.029483 3.796192 -0.01 0.03 0.03 0.0042
C 1.706425 -2.731497 3.862238 0.02 -0.06 -0.04 0.0040
H -1.748420 0.057326 3.804929 -0.10 0.01 -0.16 0.0178
H -2.845181 0.229924 5.982340 0.01 0.00 -0.01 0.0001
H -1.495659 0.427852 8.042097 0.00 0.00 0.00 0.0000
H 0.970572 0.486221 7.905111 0.01 0.00 -0.01 0.0000
H 2.092723 0.353270 5.725559 0.00 0.00 0.00 0.0035
H 3.302728 -1.448791 1.125876 0.00 0.00 -0.01 0.0018
H 4.147891 -3.763904 1.032698 0.00 0.00 0.00 -0.0002
H 3.439920 -5.412315 2.733211 0.00 0.00 0.00 -0.0003
H 1.902167 -4.750028 4.547368 0.00 0.00 0.00 0.0000
H 1.020311 -2.444441 4.649155 0.03 0.00 0.01 0.0014
Cl 0.792216 -1.935871 -2.323459 -0.02 -0.02 0.09 -0.0029
C 0.465815 -2.891540 -0.928350 0.07 -0.13 -0.07 -0.0453
C -0.052481 -2.294101 0.219142 -0.17 0.05 0.03 -0.0495
C -0.471853 -3.119047 1.255043 -0.18 0.02 -0.16 -0.0094
Cl -1.288869 -2.315050 2.560700 0.04 0.04 -0.01 -0.0109
C -0.338534 -4.492515 1.230044 0.10 0.05 0.19 0.0033
Cl -0.913072 -5.448336 2.524680 0.03 0.00 -0.04 -0.0005
C 0.301157 -5.063911 0.121040 0.01 0.00 -0.06 -0.0095
Cl 0.577691 -6.740455 0.089234 -0.01 0.02 0.01 -0.0039
C 0.688591 -4.269258 -0.967996 -0.01 0.06 -0.01 0.0010
Cl 1.410005 -4.987525 -2.338240 -0.01 0.00 0.02 -0.0004
```
Forces are in eV/Å.

Summary:
- net charge = +2
- energy relative to the best compared isomer or geometry (same formula, charge and spin) (eV) = 0.3602
- orbital gap (alpha / beta) (eV) = 6.02 / 6.84
- spin multiplicity = 2
- expectation value of S² = 0.85
- strongest force on any atom (eV/A) = 0.44